Below is a molecular structure, C23H34F3O16S5V, with properties calculated with ωB97M-V with the def2-TZVPD basis set.

Properties
Orbital gap (spin up / spin down)   6.25 / 6.25 eV
Total charge   -1
Multiplicity   2
⟨S²⟩   0.7829
Electronic energy   -5335.2506 hartree

Geometry (Å):
O (0.6071, -0.5530, -2.4388)
V (0.0956, 0.1278, -1.1075)
C (-2.8165, 1.2161, 2.2238)
C (-2.5909, 1.8676, 3.5110)
C (-1.0829, 1.9766, 3.9803)
O (-0.8614, 2.4662, 5.0806)
C (-0.0825, 1.5174, 3.0818)
C (-0.3996, 0.9924, 1.8446)
C (-1.8065, 0.9165, 1.3555)
O (-2.0591, 0.6433, 0.1160)
O (0.5608, 0.4768, 1.1443)
O (-3.4563, 2.3003, 4.2391)
H (-3.8484, 1.1725, 1.8967)
H (0.9552, 1.6693, 3.3494)
C (-0.3655, 3.2529, -4.2137)
F (0.7288, 3.9642, -3.9572)
F (-1.1373, 3.8462, -5.1188)
F (0.0314, 2.0774, -4.7168)
S (-1.3728, 2.9749, -2.6298)
O (-2.6971, 2.5968, -3.1575)
O (-0.6973, 1.7921, -2.0387)
O (-1.3684, 4.1875, -1.8660)
C (4.9410, 3.8039, -0.2919)
C (4.3590, 3.1450, 0.9766)
C (2.8329, 3.2624, 0.8998)
S (2.4028, 3.1625, -0.8457)
O (1.6469, 4.3146, -1.2424)
O (1.8653, 1.8222, -1.1112)
C (4.1254, 3.1968, -1.4556)
H (5.9913, 3.5440, -0.4381)
H (4.9643, 4.8928, -0.2439)
H (4.7058, 3.7112, 1.8406)
H (4.6734, 2.1030, 1.0298)
H (2.5974, 4.3082, 1.1078)
H (2.2612, 2.5785, 1.5209)
H (4.1061, 3.6663, -2.4346)
H (4.3077, 2.1221, -1.5067)
C (-5.7390, -1.3854, -2.1012)
C (-5.4951, -0.0070, -1.4788)
C (-4.4409, 0.7122, -2.3200)
S (-3.4048, -0.5871, -3.0625)
O (-2.1223, -0.6077, -2.3823)
O (-3.5815, -0.6370, -4.4828)
C (-4.3818, -2.0066, -2.3638)
H (-6.2381, -1.2377, -3.0626)
H (-6.4211, -1.8590, -1.3925)
H (-5.1726, -0.0526, -0.4386)
H (-6.3923, 0.6097, -1.5478)
H (-3.7752, 1.4026, -1.8046)
H (-4.8480, 1.2441, -3.1805)
H (-3.9003, -2.2509, -1.4171)
H (-4.3482, -2.7867, -3.1188)
C (4.4252, -3.3880, 1.2366)
C (4.3663, -2.2583, 2.2503)
C (3.3380, -1.2644, 1.8300)
S (3.5952, -1.1230, 0.0548)
O (4.7131, -0.2180, -0.1810)
O (2.3334, -0.9150, -0.6043)
C (4.2655, -2.8417, -0.2108)
H (3.5718, -4.0309, 1.4741)
H (5.2501, -4.0967, 1.3133)
H (5.3311, -1.7566, 2.4024)
H (4.1981, -2.6163, 3.2705)
H (3.5112, -0.2503, 2.1843)
H (2.3355, -1.6352, 2.0352)
H (5.2025, -2.6631, -0.7272)
H (3.5212, -3.4376, -0.7286)
C (-2.2543, -2.6648, 2.1605)
C (-2.6606, -3.8225, 1.2630)
C (-1.5476, -4.1619, 0.2589)
S (-0.1608, -3.0699, 0.6358)
O (-0.2465, -1.9108, -0.2078)
O (1.0604, -3.8490, 0.7880)
C (-0.7461, -2.6273, 2.3222)
H (-2.7074, -2.7325, 3.1518)
H (-2.6679, -1.7271, 1.7773)
H (-3.5944, -3.6828, 0.7259)
H (-2.7229, -4.6702, 1.9507)
H (-1.8239, -4.1930, -0.7923)
H (-1.1057, -5.1381, 0.4655)
H (-0.3305, -1.6507, 2.5860)
H (-0.3056, -3.2707, 3.0846)

Cartesian forces (eV/Å) of the 2 atoms listed first:
O -0.7844 0.9508 1.9594
V -0.7088 0.7490 -1.1939

Below is a molecular structure, C30H27BCl5F9IrNO4S3Si, with properties calculated with ωB97M-V with the def2-TZVPD basis set.

Properties
Orbital gap (spin up / spin down)   3.32 / 5.91 eV
Total charge   -2
Multiplicity   5
⟨S²⟩   6.0212
Electronic energy   -6328.2682 hartree

Geometry (Å):
Ir (-0.4944, 1.4388, -0.3333)
C (5.0510, 1.5558, 1.6965)
Si (3.9370, 1.4069, 3.2029)
C (4.4073, 2.8580, 4.3327)
C (4.4255, -0.1644, 4.1496)
C (2.0729, 1.4507, 3.0148)
C (1.3029, 1.7683, 4.1292)
C (-0.0805, 1.8420, 4.0373)
C (-0.6766, 1.6571, 2.8105)
N (0.0331, 1.3705, 1.7134)
C (1.3738, 1.2063, 1.8125)
S (2.1069, 0.6634, 0.3495)
H (6.0905, 1.6782, 2.0184)
H (4.7694, 2.4221, 1.0951)
H (4.9793, 0.6815, 1.0522)
H (5.4822, 2.8610, 4.5318)
H (3.8909, 2.8111, 5.2949)
H (4.1471, 3.8098, 3.8634)
H (5.5007, -0.1779, 4.3484)
H (4.1746, -1.0653, 3.5851)
H (3.9046, -0.2174, 5.1093)
H (1.7900, 1.9648, 5.0793)
H (-0.6912, 2.0753, 4.8993)
H (-1.7468, 1.7364, 2.6751)
F (-2.3210, 5.0842, -1.2112)
C (-1.6578, 5.5084, -0.1356)
F (-2.3305, 5.1238, 0.9481)
F (-1.7086, 6.8678, -0.1466)
C (-0.1896, 4.9340, -0.1465)
O (-0.1410, 3.6225, -0.1890)
C (0.5485, 5.4351, 1.1509)
F (-0.1035, 5.0657, 2.2623)
F (0.7102, 6.7788, 1.2208)
F (1.7735, 4.8953, 1.2330)
C (0.5557, 5.5587, -1.3947)
F (0.5110, 6.9079, -1.4931)
F (1.8595, 5.2358, -1.3745)
F (0.0365, 5.0772, -2.5287)
Cl (-3.1297, 0.0900, -2.1874)
C (-1.8532, 0.8292, -3.0877)
C (-0.7549, 1.3625, -2.4011)
C (0.2657, 1.8466, -3.2420)
Cl (1.7444, 2.3943, -2.5426)
C (0.1756, 1.8633, -4.6335)
Cl (1.4658, 2.4912, -5.5969)
C (-0.9553, 1.3568, -5.2594)
Cl (-1.0763, 1.3500, -6.9824)
C (-1.9725, 0.8237, -4.4772)
Cl (-3.3608, 0.1474, -5.2496)
C (-6.2624, -0.2558, 0.2194)
O (-4.9618, 0.1505, 0.5721)
C (-4.5630, 1.4059, 0.1246)
S (-5.5247, 2.5275, -0.6959)
S (-3.0502, 2.0214, 0.6287)
H (-6.3953, -1.2522, 0.6400)
H (-6.3886, -0.2953, -0.8673)
H (-7.0180, 0.4232, 0.6293)
C (-1.4005, -6.5271, -2.7581)
C (-0.2889, -6.4471, -1.7009)
C (1.0788, -6.5231, -2.3953)
C (-0.4211, -7.6649, -0.7843)
C (-0.4060, -5.1250, -0.9396)
C (-0.6156, -5.0692, 0.4344)
C (-0.7390, -3.8594, 1.1268)
C (-0.6428, -2.7000, 0.3971)
O (-0.7287, -1.4090, 0.7997)
B (-0.5424, -0.6076, -0.3531)
O (-0.3660, -1.4737, -1.4579)
C (-0.4222, -2.7389, -0.9799)
C (-0.3069, -3.9257, -1.6621)
H (-1.3361, -7.4693, -3.3106)
H (-1.3281, -5.7064, -3.4715)
H (-2.3809, -6.4689, -2.2815)
H (1.1751, -7.4622, -2.9481)
H (1.8811, -6.4695, -1.6567)
H (1.2132, -5.6982, -3.0950)
H (-0.3374, -8.5776, -1.3793)
H (-1.3884, -7.6776, -0.2789)
H (0.3670, -7.6794, -0.0290)
H (-0.6889, -5.9836, 1.0073)
H (-0.9058, -3.8358, 2.1956)
H (-0.1475, -3.9093, -2.7330)

Cartesian forces (eV/Å) of the 2 atoms listed first:
Ir -0.0663 -0.3700 -0.6564
C -0.2319 0.0186 -0.0102

Below is a molecular structure, C21H36N5ReSb, with properties calculated with ωB97M-V with the def2-TZVPD basis set.

Properties
Orbital gap (spin up / spin down)   7.25 / 6.20 eV
Total charge   +4
Multiplicity   2
⟨S²⟩   0.7603
Electronic energy   -1412.4690 hartree

Geometry (Å):
Re (0.8120, -0.7160, -1.3452)
N (-0.4890, -2.2748, -1.7949)
C (-0.6410, -2.4568, -3.2962)
C (0.4654, -3.3412, -3.8447)
C (1.8967, -2.8758, -3.5675)
C (2.2034, -1.4514, -4.0304)
N (2.2794, -0.4780, -2.8629)
H (-0.2171, -3.1821, -1.4043)
H (-1.4137, -2.0835, -1.3992)
H (-0.6480, -1.4529, -3.7374)
H (-1.6190, -2.8985, -3.4840)
H (0.3122, -3.4036, -4.9247)
H (0.3309, -4.3609, -3.4753)
H (2.5778, -3.5655, -4.0655)
H (2.1527, -2.9779, -2.4994)
H (1.4424, -1.0722, -4.7129)
H (3.1587, -1.3908, -4.5495)
H (2.3161, 0.4703, -3.2419)
H (3.2053, -0.6060, -2.4450)
C (-2.9000, 0.7518, -3.4215)
C (-1.5658, 1.4625, -3.6188)
Sb (-0.4360, 1.6096, -1.8035)
C (-1.8522, 2.1312, -0.2850)
C (-2.5954, 3.4291, -0.6074)
C (1.0572, 3.1370, -2.0515)
C (0.4753, 4.4773, -2.4989)
H (-3.4554, 0.7472, -4.3593)
H (-3.5245, 1.2481, -2.6786)
H (-2.7794, -0.2910, -3.1138)
H (-1.7085, 2.4892, -3.9613)
H (-0.9425, 0.9757, -4.3717)
H (-1.3091, 2.2095, 0.6582)
H (-2.5432, 1.2874, -0.2181)
H (-1.9512, 4.2993, -0.4982)
H (-3.4284, 3.5468, 0.0854)
H (-3.0109, 3.4349, -1.6157)
H (1.7608, 2.7580, -2.7974)
H (1.6004, 3.2242, -1.1095)
H (-0.0947, 4.3953, -3.4241)
H (1.2983, 5.1678, -2.6835)
H (-0.1614, 4.9227, -1.7371)
C (2.1259, -2.1647, 2.4856)
C (2.0070, -1.8147, 1.1627)
N (0.9700, -1.0692, 0.7144)
C (0.0544, -0.6299, 1.6022)
C (0.0957, -0.9493, 2.9609)
C (1.1565, -1.7488, 3.3889)
C (-1.0438, -0.5082, 3.7911)
C (-1.2110, -0.2404, 5.0931)
C (-0.2945, -0.2030, 6.2483)
C (-0.8602, -0.0518, 7.5239)
C (0.0222, 0.0212, 8.5910)
N (1.2917, -0.0499, 8.2830)
C (1.8590, -0.1868, 7.1053)
N (1.0324, -0.2702, 6.0751)
H (2.9622, -2.7735, 2.8013)
H (2.7310, -2.1356, 0.4228)
H (-0.7437, -0.0105, 1.2094)
H (1.2219, -2.0610, 4.4203)
H (-1.9542, -0.3896, 3.2115)
H (-2.2264, 0.0173, 5.3696)
H (-1.9261, 0.0135, 7.6950)
H (-0.2640, 0.1346, 9.6357)
H (2.9356, -0.2256, 7.0012)

Cartesian forces (eV/Å) of the 2 atoms listed first:
Re -0.6776 -0.4950 0.1625
N -0.0328 -0.0028 -0.0767

Below is a molecular structure, C4H8O2, with properties calculated with ωB97M-V with the def2-TZVPD basis set.

Properties
Orbital gap   11.01 eV
Total charge   0
Electronic energy   -307.6319 hartree

Geometry (Å):
C (1.0677, 1.8462, -0.2538)
O (0.7305, -0.8175, -0.3652)
C (-0.0175, -1.7022, 0.4797)
C (-1.2575, -0.8086, 0.4052)
C (-0.3978, 0.0433, -0.5085)
O (-0.1969, 1.2847, 0.0445)
H (1.0821, 2.1212, -1.3113)
H (1.9453, 1.2120, -0.0392)
H (1.0665, 2.7280, 0.3775)
H (0.4394, -1.8040, 1.4666)
H (-0.1239, -2.6832, 0.0083)
H (-1.5157, -0.2693, 1.3182)
H (-2.1360, -1.2513, -0.0541)
H (-0.6862, 0.1008, -1.5679)

Cartesian forces (eV/Å) of the 2 atoms listed first:
C -0.0972 0.4927 -0.1619
O 0.1208 -0.0704 -0.0820

Below is a molecular structure, C29H45As3N3O4PdS, with properties calculated with ωB97M-V with the def2-TZVPD basis set.

Properties
Orbital gap (spin up / spin down)   7.39 / 5.24 eV
Total charge   +3
Multiplicity   5
⟨S²⟩   6.0487
Electronic energy   -8829.7063 hartree

Geometry (Å):
Pd (0.1174, 0.3376, 0.4090)
C (-0.0339, -2.8475, 2.9093)
As (-0.6036, -1.1025, 2.2277)
C (-0.2626, -0.0657, 3.8517)
C (-2.5864, -1.1825, 2.2952)
C (-3.3814, -2.0052, 1.2636)
C (-4.8497, -1.9600, 1.7272)
C (-3.3352, -1.4382, -0.1672)
As (-1.6883, -0.7771, -1.1009)
C (-0.7099, -2.4292, -1.4632)
C (-2.5801, -0.5065, -2.8230)
C (-2.9047, -3.4669, 1.2846)
As (-4.1672, -4.7984, 0.5004)
C (-4.1467, -6.2716, 1.7650)
C (-3.3494, -5.5310, -1.1095)
H (-0.0845, -3.6380, 2.1638)
H (-0.6505, -3.0994, 3.7715)
H (0.9997, -2.7387, 3.2265)
H (-1.1212, -0.0623, 4.5226)
H (-0.0002, 0.9583, 3.5927)
H (0.5828, -0.5103, 4.3733)
H (-2.9127, -0.1416, 2.2195)
H (-2.8499, -1.5282, 3.2987)
H (-5.1899, -0.9372, 1.8836)
H (-4.9805, -2.5088, 2.6634)
H (-5.5011, -2.4097, 0.9683)
H (-4.0062, -0.5770, -0.2251)
H (-3.7540, -2.1951, -0.8410)
H (-1.3860, -3.2453, -1.7173)
H (-0.0780, -2.6978, -0.6167)
H (-0.0598, -2.2328, -2.3138)
H (-3.2062, -1.3701, -3.0423)
H (-1.8159, -0.3963, -3.5853)
H (-3.1942, 0.3916, -2.8061)
H (-2.7815, -3.8011, 2.3168)
H (-1.9648, -3.5839, 0.7398)
H (-4.5103, -5.9447, 2.7371)
H (-3.1129, -6.6148, 1.8439)
H (-4.7735, -7.0865, 1.4071)
H (-3.3593, -4.8089, -1.9228)
H (-3.9130, -6.4111, -1.4163)
H (-2.3260, -5.8205, -0.8652)
C (6.2283, 3.3402, -4.5198)
C (5.0117, 2.6989, -3.9310)
C (3.9911, 2.2035, -4.7434)
C (2.8718, 1.5976, -4.1983)
C (2.7896, 1.4883, -2.8190)
C (3.7859, 1.9754, -1.9755)
C (4.8908, 2.5785, -2.5393)
S (1.4014, 0.7541, -2.0597)
O (1.8342, -0.2752, -1.1184)
O (0.3997, 0.3408, -3.0015)
N (0.6688, 1.8214, -1.0593)
C (0.4216, 3.1018, -0.9571)
C (0.8859, 4.1255, -1.8191)
C (0.5770, 5.4472, -1.5619)
C (-0.1941, 5.8021, -0.4657)
C (-0.7035, 4.8162, 0.4235)
C (-1.5020, 5.1316, 1.5390)
C (-1.9694, 4.1189, 2.3373)
C (-1.6388, 2.8000, 2.0130)
N (-0.8823, 2.4750, 0.9793)
C (-0.4109, 3.4603, 0.1873)
H (6.0877, 3.5837, -5.5701)
H (7.0795, 2.6597, -4.4425)
H (6.4970, 4.2445, -3.9745)
H (4.0761, 2.2945, -5.8184)
H (2.0744, 1.2099, -4.8193)
H (3.6656, 1.8846, -0.9011)
H (5.6797, 2.9709, -1.9098)
H (1.4844, 3.8616, -2.6810)
H (0.9476, 6.2187, -2.2228)
H (-0.4289, 6.8420, -0.2765)
H (-1.7388, 6.1674, 1.7477)
H (-2.5841, 4.3216, 3.2026)
H (-2.0113, 1.9839, 2.6195)
N (4.9597, -0.8058, 2.2967)
C (4.3586, 0.5153, 1.9800)
C (2.8403, 0.2493, 1.7592)
O (2.1251, 1.2231, 1.4634)
O (2.5146, -0.9552, 1.9365)
H (5.6266, -1.1312, 1.6018)
H (4.0513, -1.3986, 2.2592)
H (5.3949, -0.8514, 3.2141)
H (4.7907, 0.9445, 1.0804)
H (4.4840, 1.2195, 2.7981)

Cartesian forces (eV/Å) of the 2 atoms listed first:
Pd -0.3558 1.0873 0.3505
C -0.0169 0.1238 -0.2780

Below is a molecular structure, C5H6FN, with properties calculated with ωB97M-V with the def2-TZVPD basis set.

Properties
Orbital gap   11.13 eV
Total charge   0
Electronic energy   -348.6168 hartree

Geometry (Å):
C (-2.2146, -0.8506, 0.8335)
C (0.8418, 0.2027, 0.1602)
C (-0.2098, 0.1299, -0.6075)
C (2.1492, -0.1073, -0.4095)
C (-1.9340, 0.4563, 0.2902)
N (-2.3493, -1.9123, 1.2518)
F (-2.9238, 0.9129, -0.5310)
H (0.8437, 0.4243, 1.1877)
H (-0.1122, 0.0242, -1.5957)
H (2.3413, 0.4725, -1.3147)
H (3.0582, 0.1872, 0.2455)
H (2.0730, -1.2009, -0.5492)
H (-1.5633, 1.2611, 1.0388)

Cartesian forces (eV/Å) of the 2 atoms listed first:
C -0.1221 -0.1233 0.2632
C -0.3338 0.4577 -0.0529

Below is a gas-phase ion, C2H5N2S (charge +1), with properties calculated with ωB97M-V with the def2-TZVPD basis set.

Properties
Orbital gap   9.99 eV
Total charge   +1
Electronic energy   -586.5672 hartree

Geometry (Å):
C (1.0569, 0.2648, -0.4209)
C (-0.3469, 0.5750, -0.0987)
N (2.1385, -0.0357, 0.1603)
N (-1.2249, -0.4471, 0.4883)
S (0.0326, 0.4575, -1.8421)
H (-0.3532, 1.5043, 0.3412)
H (3.0566, -0.1524, -0.2015)
H (-1.1724, -0.7689, 1.4115)
H (-0.9800, -1.2406, -0.0402)
H (-2.2073, -0.1570, 0.2021)

Cartesian forces (eV/Å) of the 2 atoms listed first:
C 2.3209 -1.6125 0.7085
C 2.1953 -0.7432 0.2243

Below is 8 unconnected molecules or ions with the total composition C5H29N3O7, with properties calculated with ωB97M-V with the def2-TZVPD basis set.

Properties
Orbital gap (spin up / spin down)   9.81 / 4.36 eV
Total charge   +1
Multiplicity   2
⟨S²⟩   0.7588
Electronic energy   -898.4391 hartree

Geometry (Å):
C (0.1250, -0.9688, 2.0187)
N (-0.3120, -1.7562, 0.8090)
C (-1.7521, -1.6240, 0.7014)
C (1.6005, -0.5136, 1.8232)
C (1.7065, 0.4421, 0.6297)
C (0.5280, 1.0644, -0.0082)
N (0.1109, 2.2303, 0.9619)
N (1.9705, 0.2776, 3.0353)
H (-0.5179, -0.1708, 2.2757)
H (0.1946, -1.6670, 2.9094)
H (0.2878, -1.3664, -0.0138)
H (-2.2286, -2.5529, 1.0520)
H (-2.1013, -0.7617, 1.1845)
H (-2.2291, -1.6930, -0.2798)
H (2.1338, -1.4282, 1.8621)
H (2.2907, -0.1747, -0.0899)
H (2.4573, 1.1937, 0.8908)
H (-0.3764, 0.5123, -0.0913)
H (0.6781, 1.5275, -0.9775)
H (-0.7747, 2.3422, 1.3956)
H (0.3861, 3.1036, 0.4874)
H (1.2335, 0.1552, 3.6949)
H (1.9054, 1.2649, 2.8281)
H (3.2754, 2.6305, 3.2961)
H (2.3289, 3.3046, 2.1346)
O (3.1924, 2.9427, 2.3689)
H (-2.5373, 0.4895, -3.9481)
H (-2.2690, -1.0566, -3.6630)
O (-2.9231, -0.3696, -3.8374)
H (2.4696, 4.2060, -1.0928)
H (2.2479, 3.0326, -0.2003)
O (1.7281, 3.6144, -0.8435)
H (-3.9910, -1.0212, -2.5030)
H (-4.2181, -2.6071, -2.3934)
O (-4.0140, -1.8073, -1.9396)
H (-3.3027, 1.0902, -0.0566)
H (-3.2168, 2.5199, 0.1176)
O (-2.6126, 1.7465, 0.1183)
H (1.4708, -2.5611, -2.7318)
H (2.3835, -1.4333, -3.0912)
O (1.4913, -1.7523, -3.3104)
H (-0.1317, -3.4641, -0.0466)
H (0.2322, -4.8572, -0.7185)
O (0.2074, -3.9012, -0.8686)

Cartesian forces (eV/Å) of the 2 atoms listed first:
C 1.9163 -3.2918 -0.1280
N 2.0183 2.0612 -0.3242